A 9-piece molecular cluster, C29H49N3O26P2 overall, computed with the ωB97M-V functional and the def2-TZVPD basis.

Last column: Löwdin charge in e.
Element x y z (Å)
C1 -1.753 -0.246 2.538  -0.089
C2 -1.476 -1.406 1.569  -0.237
C3 -0.391 -1.118 0.521  -0.280
N1 0.478 -2.285 0.273  -0.295
P1 1.913 -2.556 1.171  0.903
C4 1.331 -2.441 2.918  -0.460
N2 2.500 -2.680 3.755  -0.181
C5 2.220 -2.489 5.168  -0.135
P2 3.039 -0.668 1.050  0.343
N3 4.562 -0.806 1.238  -0.196
O1 2.634 -0.042 -0.387  -0.213
O2 2.349 0.429 2.038  -0.217
H1 -2.712 0.237 2.348  0.070
H2 -1.779 -0.596 3.570  0.044
H3 -0.978 0.521 2.475  0.067
H4 -2.398 -1.698 1.060  0.102
H5 -1.169 -2.288 2.131  0.069
H6 -0.854 -0.851 -0.431  0.117
H7 0.194 -0.245 0.830  0.063
H8 0.728 -2.332 -0.707  0.054
H9 0.902 -1.470 3.178  0.075
H10 0.538 -3.196 3.039  0.075
H11 2.820 -3.629 3.596  0.088
H12 1.295 -2.989 5.498  0.059
H13 3.049 -2.876 5.760  0.077
H14 2.113 -1.425 5.386  0.080
H15 4.876 -1.752 1.405  -0.051
H16 1.902 0.593 -0.341  0.011
H17 2.929 1.186 2.157  0.065
C6 7.766 -4.996 0.777  -0.115
C7 7.487 -6.268 1.561  -0.118
O3 6.150 -6.053 2.020  0.053
C8 5.548 -5.156 1.198  -0.570
O4 4.394 -4.880 1.219  0.123
O5 6.456 -4.614 0.353  0.058
H18 8.397 -5.140 -0.095  0.131
H19 8.175 -4.203 1.405  0.133
H20 7.500 -7.155 0.925  0.131
H21 8.140 -6.416 2.416  0.130
C9 2.932 4.573 -0.554  -0.100
C10 2.509 4.569 -2.012  -0.101
O6 1.799 3.328 -2.110  0.056
C11 1.365 2.977 -0.885  -0.561
O7 0.611 2.081 -0.660  0.150
O8 1.907 3.778 0.058  0.067
H22 2.942 5.557 -0.095  0.132
H23 3.893 4.079 -0.399  0.136
H24 1.821 5.380 -2.255  0.138
H25 3.334 4.566 -2.719  0.134
C12 -2.674 -3.864 7.109  -0.107
C13 -2.065 -3.971 5.722  -0.108
O9 -2.587 -2.809 5.070  0.045
C14 -2.917 -1.895 6.016  -0.576
O10 -3.214 -0.768 5.782  0.158
O11 -2.852 -2.445 7.246  0.066
H26 -2.045 -4.234 7.910  0.115
H27 -3.654 -4.340 7.171  0.127
H28 -0.976 -3.901 5.742  0.114
H29 -2.365 -4.857 5.170  0.132
C15 1.508 3.075 -5.200  -0.113
C16 1.199 2.573 -6.596  -0.094
O12 0.525 3.698 -7.180  0.051
C17 0.897 4.816 -6.514  -0.591
O13 0.648 5.925 -6.870  0.148
O14 1.603 4.497 -5.411  0.057
H30 2.445 2.701 -4.796  0.132
H31 0.695 2.881 -4.507  0.098
H32 2.097 2.362 -7.180  0.114
H33 0.542 1.707 -6.608  0.138
C18 -3.001 5.587 -5.904  -0.095
C19 -4.191 4.770 -5.429  -0.098
O15 -3.572 3.517 -5.084  0.075
C20 -2.275 3.743 -4.818  -0.565
O16 -1.516 2.954 -4.347  0.155
O17 -1.924 5.000 -5.162  0.053
H34 -3.066 6.644 -5.666  0.134
H35 -2.796 5.460 -6.968  0.135
H36 -4.655 5.183 -4.537  0.110
H37 -4.954 4.600 -6.182  0.135
C21 3.709 1.804 -9.680  -0.126
C22 4.665 1.303 -10.748  -0.114
O18 5.611 0.558 -9.976  0.059
C23 5.025 0.176 -8.816  -0.569
O19 5.490 -0.586 -8.037  0.175
O20 3.824 0.794 -8.674  0.042
H38 2.675 1.877 -10.007  0.133
H39 4.027 2.759 -9.258  0.133
H40 4.180 0.628 -11.454  0.133
H41 5.184 2.091 -11.286  0.132
C24 -5.710 -6.538 9.894  -0.109
C25 -5.139 -7.249 11.109  -0.109
O21 -3.733 -7.220 10.841  0.065
C26 -3.474 -6.198 9.998  -0.566
O22 -2.389 -5.804 9.717  0.162
O23 -4.628 -5.680 9.514  0.050
H42 -6.589 -5.935 10.101  0.132
H43 -5.916 -7.225 9.071  0.133
H44 -5.328 -6.704 12.035  0.133
H45 -5.462 -8.280 11.215  0.132
C27 -7.767 5.566 -0.890  -0.107
C28 -6.888 6.772 -1.174  -0.110
O24 -6.361 6.459 -2.469  0.052
C29 -7.198 5.585 -3.077  -0.570
O25 -7.109 5.253 -4.215  0.158
O26 -8.129 5.141 -2.209  0.065
H46 -8.668 5.794 -0.328  0.132
H47 -7.219 4.758 -0.404  0.135
H48 -7.463 7.696 -1.248  0.132
H49 -6.067 6.900 -0.475  0.132

The HOMO-LUMO gap comes out at 8.21 eV. For the HOMO energy, the calculation gives -7.7 eV. The SMILES is CCCNP(CNC)P(=N)(O)O.O=C1OCCO1.O=C1OCCO1.O=C1OCCO1.O=C1OCCO1.O=C1OCCO1.O=C1OCCO1.O=C1OCCO1.O=C1OCCO1. Its lowest unoccupied orbital energy is 0.0182 Ha.


C29H30CrF3N9O2S2 as an isolated structure in a non-equilibrium geometry, computed with the ωB97M-V functional and the def2-TZVPD basis.

Last column: Mulliken spin population.
Element x y z (Å)
Cr1 -0.734 0.473 0.111  3.177
N1 0.749 -3.079 1.855  0.005
C1 -0.372 -3.517 1.184  -0.010
C2 -0.810 -2.447 0.486  0.036
N2 0.032 -1.367 0.706  -0.065
C3 0.965 -1.786 1.556  0.003
C4 2.116 -1.028 2.016  0.021
N3 2.433 0.140 1.533  0.017
C5 3.576 0.522 2.180  -0.002
C6 3.959 -0.445 3.067  0.003
N4 3.017 -1.435 2.958  0.001
H1 1.323 -3.651 2.448  -0.001
H2 -0.746 -4.522 1.263  -0.001
H3 -1.659 -2.371 -0.169  0.001
H4 4.047 1.471 1.973  0.000
H5 4.790 -0.513 3.750  0.000
H6 3.006 -2.276 3.507  0.000
F1 0.935 5.401 1.801  0.000
C7 1.614 4.410 2.398  -0.004
F2 2.096 4.893 3.558  0.000
F3 2.666 4.118 1.622  0.001
C8 0.731 3.219 2.648  0.004
C9 0.279 2.962 3.924  0.016
C10 -0.577 1.888 4.172  -0.004
C11 -0.943 1.099 3.114  0.025
N5 -0.497 1.341 1.876  -0.140
C12 0.317 2.383 1.594  0.027
S1 0.712 2.459 -0.078  -0.055
H7 0.604 3.594 4.739  0.001
H8 -0.954 1.687 5.165  0.000
H9 -1.614 0.255 3.224  -0.002
C13 -1.781 -0.019 -5.097  0.003
N6 -0.738 0.471 -4.194  0.007
C14 0.248 1.437 -4.705  0.002
C15 -0.745 0.187 -2.926  0.052
N7 -0.733 -0.054 -1.797  -0.142
H10 -2.326 0.824 -5.521  0.000
H11 -2.474 -0.655 -4.553  -0.001
H12 -1.329 -0.596 -5.903  0.000
H13 -0.269 2.305 -5.112  0.001
H14 0.848 0.970 -5.485  0.000
H15 0.900 1.755 -3.896  -0.001
S2 2.185 -1.465 -2.098  0.008
C16 3.513 -2.456 -2.185  0.001
N8 4.732 -1.917 -2.567  0.000
C17 5.856 -2.640 -2.737  0.000
C18 5.834 -3.971 -2.492  0.000
C19 4.599 -4.493 -2.046  0.000
N9 3.504 -3.792 -1.890  0.000
H16 4.720 -0.925 -2.750  0.000
H17 6.737 -2.106 -3.065  0.000
H18 6.709 -4.590 -2.620  0.000
H19 4.524 -5.550 -1.801  0.000
C20 -8.843 1.206 -0.811  0.000
C21 -7.359 1.136 -0.569  0.003
C22 -6.484 2.002 -1.203  -0.002
C23 -5.110 1.942 -1.010  -0.001
C24 -4.270 2.953 -1.754  0.001
C25 -4.589 0.953 -0.145  -0.013
C26 -5.468 0.072 0.528  -0.001
C27 -5.029 -0.980 1.523  0.003
C28 -6.830 0.188 0.299  -0.003
C29 -3.129 0.824 0.031  0.044
O1 -2.307 1.730 -0.306  -0.011
O2 -2.590 -0.244 0.511  -0.005
H20 -9.125 2.137 -1.301  0.000
H21 -9.393 1.125 0.127  0.000
H22 -9.162 0.379 -1.448  0.000
H23 -6.883 2.759 -1.871  0.000
H24 -4.907 3.548 -2.408  0.000
H25 -3.494 2.477 -2.352  0.000
H26 -3.755 3.621 -1.065  0.001
H27 -4.318 -0.586 2.248  -0.001
H28 -4.541 -1.818 1.025  0.000
H29 -5.899 -1.357 2.058  0.000
H30 -7.506 -0.480 0.825  0.000

As for the relative energy (zero: lowest compared OMol25 entry of this formula, charge and spin): 17.2 kcal/mol. The HOMO-LUMO gap (spin up / spin down) comes out at 7.95 / 7.99 eV. The spin multiplicity is 4. As for the charge: +1. For the HOMO energy (spin up / spin down), the calculation gives -10.1 / -10.2 eV. Its lowest unoccupied orbital energy (spin up / spin down) is -0.0786 / -0.0812 Ha.


A 12-piece molecular cluster, C28H77ClN23O19P overall in a non-equilibrium geometry, computed with the ωB97M-V functional and the def2-TZVPD basis.

Last column: Löwdin charge in e.
Element x y z (Å)
C1 -0.189 -0.200 2.374  -0.101
C2 -1.157 1.016 2.184  -0.378
C3 -0.496 2.305 2.842  -0.070
C4 -1.654 1.248 0.699  -0.143
C5 -0.779 0.582 -0.432  -0.286
C6 -1.355 -0.898 -0.670  -0.075
C7 -0.995 1.342 -1.796  -0.155
O1 -0.234 2.562 -1.924  -0.053
C8 0.848 2.448 -2.817  -0.531
C9 1.873 1.371 -2.274  -0.045
C10 3.272 1.471 -2.971  -0.067
C11 4.279 2.383 -2.181  -0.468
O2 4.486 2.296 -0.997  0.109
O3 4.932 3.350 -2.957  0.056
O4 1.591 3.677 -2.897  -0.119
C12 1.430 4.502 -1.714  -0.145
C13 2.455 5.701 -1.862  -0.171
N1 2.251 6.579 -0.705  -0.070
C14 3.080 6.214 0.457  -0.156
C15 2.356 5.232 1.474  -0.369
C16 2.676 5.521 2.991  -0.045
O5 0.910 5.283 1.315  -0.092
O6 0.462 2.154 -4.159  0.030
C17 -0.585 2.989 -4.562  -0.562
O7 -1.685 2.505 -4.720  0.092
P1 -0.390 4.837 -4.838  0.672
O8 -1.731 5.309 -5.757  -0.349
Cl1 1.269 5.252 -6.046  0.190
H1 0.785 0.062 1.871  0.084
H2 0.047 -0.432 3.443  0.086
H3 -0.542 -1.150 1.903  0.062
H4 -2.068 0.798 2.812  0.122
H5 -0.697 3.211 2.220  0.055
H6 0.603 2.142 3.018  0.081
H7 -0.957 2.509 3.847  0.078
H8 -1.736 2.365 0.562  0.111
H9 -2.706 0.860 0.633  0.111
H10 0.303 0.488 -0.191  0.114
H11 -1.719 -1.058 -1.716  0.077
H12 -2.203 -1.136 0.015  0.074
H13 -0.521 -1.618 -0.506  0.058
H14 -2.081 1.645 -1.815  0.146
H15 -0.866 0.625 -2.641  0.123
H16 1.491 0.325 -2.350  0.130
H17 2.023 1.617 -1.189  0.131
H18 3.234 1.751 -4.050  0.124
H19 3.727 0.441 -2.932  0.134
H20 4.292 3.549 -3.670  0.102
H21 0.423 4.996 -1.670  0.127
H22 1.660 3.907 -0.799  0.113
H23 2.141 6.246 -2.794  0.121
H24 3.506 5.330 -1.994  0.108
H25 2.336 7.566 -0.960  0.071
H26 3.312 7.161 1.010  0.115
H27 4.038 5.751 0.084  0.122
H28 2.658 4.174 1.227  0.130
H29 1.713 5.751 3.513  0.081
H30 3.132 4.587 3.431  0.050
H31 3.361 6.405 3.050  0.069
H32 0.595 4.415 1.009  0.051
H33 -1.878 6.234 -5.471  0.033
C18 -0.549 -4.672 -1.638  -0.659
O9 -1.062 -3.734 -1.031  -0.028
N2 0.029 -4.518 -2.854  0.173
N3 -0.519 -5.936 -1.151  0.182
H34 0.452 -5.270 -3.369  0.095
H35 0.024 -3.595 -3.253  0.109
H36 -0.947 -6.094 -0.255  0.095
H37 -0.107 -6.712 -1.639  0.102
C19 -4.568 -5.146 -0.387  -0.688
O10 -3.949 -6.200 -0.497  -0.007
N4 -3.949 -3.946 -0.269  0.168
N5 -5.926 -5.097 -0.375  0.153
H38 -4.436 -3.074 -0.177  0.098
H39 -2.940 -3.950 -0.275  0.059
H40 -6.414 -5.968 -0.465  0.077
H41 -6.459 -4.248 -0.287  0.066
C20 -1.111 -7.366 -5.381  -0.701
O11 -0.479 -7.931 -4.500  0.006
N6 -0.829 -7.522 -6.703  0.148
N7 -2.150 -6.532 -5.116  0.156
H42 -1.335 -7.066 -7.439  0.094
H43 -0.066 -8.133 -6.940  0.105
H44 -2.389 -6.392 -4.148  0.104
H45 -2.680 -6.058 -5.823  0.096
C21 -9.703 -3.544 -0.270  -0.687
O12 -8.517 -3.515 -0.582  -0.003
N8 -10.585 -4.401 -0.841  0.163
N9 -10.227 -2.722 0.672  0.165
H46 -11.558 -4.443 -0.599  0.101
H47 -10.230 -5.026 -1.544  0.109
H48 -9.600 -2.075 1.117  0.110
H49 -11.192 -2.731 0.944  0.100
C22 0.971 10.364 -0.592  -0.684
O13 1.877 9.707 -1.077  0.030
N10 -0.089 9.790 0.037  0.150
N11 0.944 11.726 -0.644  0.150
H50 -0.844 10.309 0.444  0.105
H51 -0.104 8.781 0.089  0.100
H52 1.712 12.182 -1.103  0.104
H53 0.209 12.284 -0.252  0.092
C23 -8.797 -6.806 2.326  -0.689
O14 -9.904 -6.304 2.448  0.014
N12 -7.941 -6.457 1.329  0.155
N13 -8.327 -7.758 3.178  0.147
H54 -7.029 -6.857 1.213  0.085
H55 -8.254 -5.753 0.680  0.070
H56 -8.933 -8.042 3.928  0.103
H57 -7.422 -8.183 3.095  0.094
C24 -2.273 7.935 -1.885  -0.686
O15 -1.625 7.347 -1.038  0.031
N14 -2.064 9.246 -2.191  0.155
N15 -3.263 7.332 -2.603  0.148
H58 -2.585 9.748 -2.885  0.092
H59 -1.338 9.724 -1.682  0.060
H60 -3.445 6.363 -2.405  0.105
H61 -3.808 7.797 -3.304  0.090
C25 5.797 3.393 4.913  -0.679
O16 4.659 3.749 4.658  0.017
N16 6.709 4.218 5.500  0.146
N17 6.253 2.142 4.634  0.154
H62 7.649 3.945 5.718  0.091
H63 6.407 5.151 5.720  0.104
H64 5.607 1.505 4.200  0.110
H65 7.184 1.829 4.836  0.093
C26 1.132 -3.849 2.725  -0.683
O17 1.821 -2.916 2.341  0.012
N18 1.239 -4.365 3.979  0.155
N19 0.202 -4.446 1.934  0.170
H66 0.683 -5.129 4.317  0.091
H67 1.917 -3.946 4.591  0.107
H68 0.089 -4.086 0.998  0.073
H69 -0.374 -5.210 2.234  0.094
C27 5.744 -4.150 1.897  -0.703
O18 6.058 -3.359 2.773  0.016
N20 4.523 -4.138 1.300  0.161
N21 6.595 -5.115 1.446  0.145
H70 4.250 -4.781 0.580  0.092
H71 3.863 -3.438 1.607  0.073
H72 7.509 -5.156 1.865  0.098
H73 6.359 -5.776 0.729  0.096
C28 7.786 -7.857 4.006  -0.695
O19 8.430 -7.676 2.984  0.014
N22 8.113 -8.815 4.917  0.144
N23 6.690 -7.118 4.318  0.158
H74 7.598 -8.980 5.761  0.091
H75 8.919 -9.381 4.718  0.103
H76 6.420 -6.399 3.665  0.079
H77 6.146 -7.248 5.151  0.094

The HOMO-LUMO gap comes out at 7.76 eV. For the HOMO energy, the calculation gives -7.6 eV. The SMILES is CC(C)C[C@@H](C)CO[C@](CCC(=O)O)(OCCNC[C@@H](C)O)OC(=O)P(O)Cl.NC(N)=O.NC(N)=O.NC(N)=O.NC(N)=O.NC(N)=O.NC(N)=O.NC(N)=O.NC(N)=O.NC(N)=O.NC(N)=O.NC(N)=O. Its lowest unoccupied orbital energy is 0.0054 Ha.